Entry 1:
Formula: C6H11ClN3
Source: the Open Molecules 2025 dataset
Level of theory: ωB97M-V/def2-TZVPD

Each line ends with the Mulliken charge.
Element x y z (Å)
H: -1.053303 1.911527 -1.278588  0.235
N: -0.174965 1.620869 -0.842947  -0.305
C: 0.926095 2.176075 -0.628086  0.397
Cl: 1.412824 3.652724 -1.441424  -0.110
N: 2.056507 1.716123 -0.040176  -0.412
C: 1.916960 0.682491 0.711972  -0.069
C: 0.686702 0.065215 1.214256  -0.988
C: -0.523882 -0.036100 0.248427  0.855
N: -1.624438 0.392700 0.887160  -0.351
C: -0.747969 -0.974144 -0.918147  -0.441
C: -0.321523 -2.371747 -0.443323  -1.324
H: 2.790327 0.205363 1.078971  0.476
H: 0.903181 -0.944237 1.561476  0.487
H: 0.238078 0.746970 2.005100  0.341
H: -1.509943 0.818884 1.780736  0.147
H: -2.466230 0.328845 0.451512  0.221
H: -1.830908 -1.045596 -1.171025  0.348
H: -0.160775 -0.803025 -1.777796  0.341
H: 0.730304 -2.248992 -0.187403  0.446
H: -0.276167 -2.916547 -1.370221  0.398
H: -0.970875 -2.977398 0.159525  0.306

Atoms 1-2, force components in eV/Å:
H 1.0344 0.6652 -0.1458
N -0.2148 -1.7754 1.4122

Summary:
SMILES   [H]/N=C(Cl)/N=C\CC(=[NH2+])CC
Charge   +1
HOMO   -14.194 eV
HOMO-LUMO gap   9.474 eV



Entry 2:
Formula: C4H2
Source: the Open Molecules 2025 dataset
Level of theory: ωB97M-V/def2-TZVPD

Each line ends with the Mulliken charge.
Element x y z (Å)
C: 1.791104 0.041378 0.303932  -0.335
C: 0.741978 -0.121261 -0.266548  -0.071
C: -0.621594 -0.197510 -0.451958  -0.066
C: -1.797656 -0.020527 -0.256388  -0.329
H: 2.707467 0.052544 0.838812  0.400
H: -2.821299 0.245377 -0.167851  0.401

Atoms 1-2, force components in eV/Å:
C -0.1804 -0.4234 -0.4439
C 0.3670 -0.0184 0.7910

Summary:
SMILES   C#CC#C
Charge   0
HOMO   -9.777 eV
HOMO-LUMO gap   10.760 eV



Entry 3:
Formula: C5H5NO2
Source: the Open Molecules 2025 dataset
Level of theory: ωB97M-V/def2-TZVPD

Each line ends with the Mulliken charge.
Element x y z (Å)
N: -3.194667 -0.241154 0.421390  -0.434
C: -2.130200 -0.172755 -0.076409  0.051
C: -0.792487 -0.072406 -0.636149  0.347
O: -0.368541 1.274326 -0.783491  -0.382
C: 0.668237 1.467735 0.112096  -0.157
C: 1.001091 0.375617 0.784508  -0.665
C: 0.204880 -0.781977 0.330976  0.035
O: 1.037959 -1.675473 -0.433361  -0.561
H: -0.727607 -0.581992 -1.607909  0.250
H: 1.159839 2.453370 0.096277  0.397
H: 1.764662 0.459156 1.571194  0.340
H: -0.240594 -1.386192 1.134702  0.402
H: 1.617430 -1.118261 -0.913819  0.378

Atoms 1-2, force components in eV/Å:
N 3.1430 0.1081 -1.4726
C -3.7166 0.2701 1.4191

Summary:
SMILES   N#C[C@H]1OC=C[C@@H]1O
Charge   0
HOMO   -9.833 eV
HOMO-LUMO gap   10.510 eV



Entry 4:
Formula: C3H5Cl2NO2
Source: the Open Molecules 2025 dataset
Level of theory: ωB97M-V/def2-TZVPD

Each line ends with the Mulliken charge.
Element x y z (Å)
O: 0.120538 -0.940849 1.995310  -0.516
C: 0.384042 -0.739377 0.821618  0.252
N: 1.755304 -0.473490 0.488590  -0.207
O: 1.796048 0.597720 -0.422788  -0.383
C: -0.735493 -0.597377 -0.256030  0.082
Cl: -2.137672 -1.666311 0.103878  -0.166
C: -1.212537 0.806137 -0.463599  -0.508
Cl: -1.731122 1.781641 0.854961  -0.151
H: 2.141996 -0.167961 1.356722  0.306
H: 2.314964 0.215098 -1.125226  0.349
H: -0.407927 -0.997968 -1.173179  0.309
H: -1.950780 0.867859 -1.318265  0.367
H: -0.337356 1.314876 -0.861993  0.265

Atoms 1-2, force components in eV/Å:
O 0.2534 -0.2693 -1.6639
C -0.5833 0.5368 2.0086

Summary:
SMILES   O=C(NO)[C@@H](Cl)CCl
Charge   0
HOMO   -10.463 eV
HOMO-LUMO gap   10.811 eV



How do the records compare in energy relative to the best compared isomer or geometry (same formula, charge and spin)? In the order shown, they have 1.520; 0.325; 2.030; 1.846 eV.